# 1
Density functional theory data (ωB97M-V/def2-TZVPD) for a molecular structure, C38H49BrN4O4RuS3Si.

Geometry as ORCA input:
```
! wB97M-V def2-TZVPD RIJCOSX def2/J DEFGRID3
* xyz 1 6
Ru -0.824 -0.517 0.454
S -0.900 -2.977 -0.665
C -0.797 -1.897 -1.978
N -0.528 -0.626 -1.737
C -0.546 0.155 -2.885
C -0.281 1.519 -2.958
C -0.352 2.137 -4.192
C -0.671 1.414 -5.344
C -0.917 0.053 -5.283
C -0.852 -0.566 -4.042
S -1.101 -2.249 -3.644
H -0.008 2.070 -2.067
H -0.145 3.196 -4.270
H -0.718 1.921 -6.298
H -1.151 -0.509 -6.177
O 0.446 1.354 1.028
C 0.857 1.690 2.143
C 0.618 1.031 3.394
C 1.248 1.571 4.526
C 1.059 0.989 5.747
C 0.231 -0.129 5.903
C -0.401 -0.665 4.813
C -0.218 -0.117 3.522
O -0.802 -0.676 2.512
N 1.739 1.548 6.921
O 1.637 0.935 7.962
O 2.490 2.484 6.734
H 1.475 2.598 2.197
H 1.888 2.439 4.440
H 0.109 -0.553 6.890
H -1.037 -1.534 4.906
S -3.240 3.634 -0.555
C -2.091 2.527 0.052
N -2.239 1.285 -0.292
C -3.343 1.136 -1.135
C -3.751 -0.037 -1.777
C -4.843 0.018 -2.615
C -5.540 1.215 -2.830
C -5.137 2.384 -2.222
C -4.026 2.330 -1.382
H -1.280 2.859 0.680
H -3.222 -0.967 -1.628
H -5.164 -0.881 -3.125
H -6.395 1.223 -3.491
H -5.657 3.315 -2.400
C -6.375 -1.688 1.330
C -5.163 -2.306 2.041
C -5.165 -1.952 3.534
C -5.124 -3.826 1.838
C -3.949 -1.737 1.441
N -3.007 -1.305 0.954
H -7.285 -2.085 1.780
H -6.378 -1.939 0.269
H -6.384 -0.603 1.432
H -6.058 -2.376 3.994
H -5.179 -0.873 3.684
H -4.290 -2.365 4.036
H -6.016 -4.261 2.288
H -4.248 -4.265 2.315
H -5.109 -4.083 0.779
C 5.172 -4.705 0.652
C 4.373 -3.463 0.218
C 5.372 -2.375 -0.203
C 3.553 -3.830 -1.030
Si 3.273 -2.866 1.667
Br 1.935 -1.250 0.628
C 4.181 -1.828 3.007
C 3.267 -1.560 4.212
C 4.633 -0.446 2.510
C 5.423 -2.594 3.500
C 2.098 -4.202 2.367
C 1.593 -5.140 1.261
C 0.861 -3.594 3.043
C 2.851 -5.067 3.396
H 5.814 -5.018 -0.178
H 4.529 -5.551 0.896
H 5.820 -4.511 1.507
H 5.933 -2.734 -1.070
H 6.096 -2.149 0.577
H 4.873 -1.449 -0.496
H 4.249 -4.073 -1.839
H 2.927 -3.005 -1.371
H 2.917 -4.699 -0.877
H 2.357 -1.035 3.916
H 3.801 -0.920 4.922
H 2.982 -2.465 4.747
H 3.782 0.191 2.263
H 5.285 -0.485 1.643
H 5.188 0.043 3.317
H 5.195 -3.604 3.843
H 5.860 -2.054 4.345
H 6.192 -2.662 2.730
H 1.089 -4.601 0.458
H 0.870 -5.836 1.700
H 2.392 -5.739 0.827
H 0.242 -3.050 2.330
H 1.106 -2.916 3.859
H 0.256 -4.408 3.457
H 3.742 -5.536 2.973
H 2.189 -5.872 3.727
H 3.150 -4.509 4.282
*
```

The value obtained for the energy above the lowest of the compared OMol25 structures with the same formula, charge and spin is 67.6 kcal per mole. The calculation puts the electronic energy at -6150.04182 Eh. Its orbital gap (alpha / beta) is 3.65 / 4.84 eV.

Atomic partial charges in e from the Löwdin method, atoms 1 to 8: 1.2659, 0.5958, -1.1550, -0.1280, -0.3167, -0.0130, -0.0620, -0.0698

=====

# 2
Density functional theory data (ωB97M-V/def2-TZVPD) for a molecular structure, C38H49FeNO5PS3Sb2Se2.

Geometry as ORCA input:
```
! wB97M-V def2-TZVPD RIJCOSX def2/J DEFGRID3
* xyz -1 5
Fe -0.325 0.044 0.324
O 1.383 -0.160 -4.058
S 0.770 0.612 -3.004
O -0.625 0.969 -3.247
O 0.994 0.031 -1.661
C 1.570 2.194 -2.907
C 2.488 2.499 -3.901
C 3.011 3.780 -3.983
C 2.614 4.736 -3.062
C 1.721 4.407 -2.051
C 1.159 3.137 -1.947
P 0.041 2.659 -0.488
C 0.984 3.612 0.777
C 2.367 3.427 0.834
C 3.139 4.141 1.737
C 2.538 5.043 2.610
C 1.162 5.206 2.585
C 0.390 4.492 1.674
C -1.441 3.726 -0.778
C -2.670 3.076 -0.827
C -3.847 3.775 -1.064
C -3.812 5.150 -1.247
C -2.593 5.816 -1.186
C -1.421 5.110 -0.951
H 2.768 1.724 -4.601
H 3.721 4.031 -4.762
H 3.016 5.741 -3.113
H 1.497 5.156 -1.303
H 2.839 2.703 0.180
H 4.211 3.985 1.767
H 3.139 5.593 3.324
H 0.681 5.884 3.279
H -0.689 4.600 1.679
H -2.703 2.007 -0.648
H -4.790 3.242 -1.086
H -4.727 5.702 -1.422
H -2.553 6.890 -1.317
H -0.490 5.657 -0.888
C -2.697 -2.091 4.003
Sb -1.744 -2.301 2.088
C -3.591 -3.013 1.229
C -0.942 -4.337 2.475
C -1.414 -5.312 1.444
C -2.569 -6.062 1.683
C -3.143 -6.865 0.711
C -2.557 -6.938 -0.545
C -1.380 -6.244 -0.781
C -0.776 -5.448 0.195
C 0.544 -4.798 -0.119
Sb 0.555 -2.688 -0.686
C -0.230 -3.139 -2.633
C 2.595 -2.715 -1.290
H -3.579 -2.733 4.028
H -2.983 -1.045 4.119
H -2.013 -2.372 4.805
H -4.037 -3.763 1.883
H -3.422 -3.445 0.242
H -4.257 -2.152 1.138
H -1.296 -4.599 3.473
H 0.143 -4.229 2.497
H -3.033 -5.991 2.661
H -4.045 -7.422 0.931
H -3.001 -7.539 -1.329
H -0.894 -6.329 -1.748
H 1.002 -5.286 -0.981
H 1.237 -4.869 0.724
H 0.386 -3.919 -3.086
H -0.195 -2.244 -3.262
H -1.260 -3.485 -2.540
H 2.892 -3.734 -1.543
H 3.216 -2.323 -0.487
H 2.676 -2.065 -2.160
O 1.808 2.983 5.144
C 1.306 1.674 5.442
C 0.742 1.029 4.175
C 0.295 -0.371 4.553
O 1.361 -1.250 4.905
C 1.873 0.998 3.140
Se 1.726 -0.260 1.650
C -0.473 1.858 3.742
Se -1.570 1.351 2.184
H 2.229 3.326 5.937
H 0.510 1.736 6.196
H 2.101 1.033 5.835
H -0.246 -0.775 3.706
H -0.386 -0.329 5.406
H 1.841 -1.409 4.077
H 2.798 0.701 3.635
H 2.028 1.999 2.755
H -0.144 2.881 3.572
H -1.196 1.868 4.560
S -2.370 -0.694 -0.981
C -3.528 -0.099 -2.005
N -3.401 0.914 -2.844
C -4.422 1.035 -3.870
C -5.695 0.481 -3.241
S -5.121 -0.815 -2.101
H -2.445 1.268 -2.975
H -4.142 0.450 -4.749
H -4.536 2.076 -4.166
H -6.359 0.045 -3.983
H -6.230 1.242 -2.674
*
```

The value obtained for the energy above the lowest of the compared OMol25 structures with the same formula, charge and spin is 0.0 kcal per mole. The calculation puts the electronic energy at -9991.46019 Eh. Its orbital gap (alpha / beta) is 5.90 / 6.14 eV.

Atomic partial charges in e from the Löwdin method, atoms 1 to 8: -0.1950, -0.3137, 0.4382, -0.3545, -0.5242, -0.2584, -0.0598, -0.0824

=====

# 3
Density functional theory data (ωB97M-V/def2-TZVPD) for a molecular structure, C38H49GeIrN3Si2.

Geometry as ORCA input:
```
! wB97M-V def2-TZVPD RIJCOSX def2/J DEFGRID3
* xyz 1 5
Ir -0.297 -0.456 -0.169
C 3.828 -2.941 0.399
Si 2.736 -1.710 -0.464
C 3.161 -0.009 0.149
C 2.820 -1.883 -2.212
N 0.946 -2.060 -0.259
C 0.245 -3.115 -0.615
C 0.743 -4.480 -0.266
C 0.122 -5.577 -0.785
C -1.089 -5.391 -1.549
C -1.647 -4.153 -1.692
C -1.007 -2.939 -1.271
N -1.521 -1.583 -1.413
Si -2.946 -1.160 -2.322
C -3.608 0.594 -2.240
C -4.380 -2.068 -1.486
C -2.793 -1.637 -4.106
H 3.680 -3.005 1.477
H 4.753 -2.470 0.196
H 3.893 -3.978 0.002
H 3.382 0.036 1.214
H 2.364 0.721 -0.070
H 4.106 0.353 -0.328
H 3.726 -1.412 -2.651
H 2.022 -1.291 -2.727
H 2.796 -2.897 -2.470
H 1.685 -4.698 0.161
H 0.590 -6.567 -0.697
H -1.651 -6.254 -1.875
H -2.680 -4.074 -2.072
H -4.139 0.747 -1.334
H -4.335 0.626 -3.048
H -2.779 1.291 -2.461
H -4.323 -1.779 -0.468
H -4.624 -3.176 -1.484
H -5.321 -1.554 -1.802
H -2.164 -0.906 -4.703
H -3.755 -1.792 -4.602
H -2.120 -2.485 -4.412
C 0.084 -2.480 2.733
Ge -0.009 -0.485 2.390
C -1.665 0.247 3.015
C -2.828 -0.257 2.521
C -4.061 0.257 3.001
C -4.012 1.277 3.968
C -2.817 1.818 4.400
C -1.637 1.301 3.950
C 1.655 0.305 2.964
C 2.440 -0.634 3.562
C 3.733 -0.314 4.125
C 4.166 0.961 4.057
C 3.376 1.955 3.399
C 3.817 3.263 3.163
C 3.157 4.203 2.445
C 1.836 3.938 1.977
C 1.318 2.676 2.209
C 2.122 1.650 2.859
H 0.230 -2.810 3.771
H 0.912 -2.933 2.211
H -0.867 -2.933 2.308
H -2.794 -0.968 1.672
H -5.020 -0.197 2.824
H -4.964 1.537 4.350
H -2.799 2.597 5.185
H -0.672 1.804 4.209
H 2.138 -1.609 3.680
H 4.440 -1.013 4.674
H 5.109 1.215 4.417
H 4.834 3.517 3.491
H 3.462 5.225 2.234
H 1.348 4.715 1.464
H 0.326 2.464 1.809
C 0.231 3.175 -4.404
N 0.519 1.848 -3.773
C -0.284 0.720 -4.201
C 1.074 1.794 -2.413
C 0.088 2.307 -1.418
C -0.171 3.697 -1.420
C -1.079 4.264 -0.548
C -1.803 3.441 0.310
C -1.629 2.081 0.227
C -0.676 1.472 -0.584
H -0.046 3.166 -5.463
H 1.147 3.781 -4.346
H -0.533 3.734 -3.861
H -1.166 0.504 -3.574
H 0.271 -0.256 -4.460
H -0.652 1.005 -5.209
H 1.975 2.471 -2.548
H 1.372 0.716 -2.270
H 0.458 4.322 -1.986
H -1.137 5.335 -0.453
H -2.458 3.884 1.041
H -2.278 1.378 0.773
*
```

The calculation puts the electronic energy at -4401.57860 Eh. Its orbital gap (alpha / beta) is 7.49 / 5.10 eV.

Atomic partial charges in e from the Löwdin method, atoms 1 to 8: 1.2926, -0.1507, 0.4001, -0.1452, -0.1577, -0.1929, -0.3302, -0.0003